(1)
The following is a DFT calculation (ωB97M-V/def2-TZVPD) of a molecular structure, C35H41BiBrN9O2.

LUMO level, eV: -5.3
Total charge: +2
Highest occupied orbital energy, hartree: -0.463
DFT total energy, eV: -130337.6510
Energy relative to the best compared isomer or geometry (same formula, charge and spin), kJ/mol: 0.0

Positions of all 89 atoms, in Å:
Bi  0.20257  -0.33429  -0.79924
Br  2.85161  -2.81648  0.55255
O  2.65265  2.87306  -2.17530
O  0.97798  1.55606  -1.52031
N  -0.29042  -1.33736  3.79734
N  1.24144  -2.59922  -2.52255
N  0.30188  -0.62418  1.61282
N  2.69215  -0.28275  -0.59423
N  -1.00737  1.30686  0.36020
N  -3.17741  0.81299  -0.33087
N  0.00636  -0.27214  -3.49430
N  -2.91233  2.28621  1.40048
N  -0.93222  -2.56207  1.96051
C  3.12416  2.24975  2.88396
C  -4.21085  2.90402  1.13539
C  2.02516  2.67221  2.10028
C  0.09172  -3.68834  -5.90135
C  -0.03883  -2.47119  4.68014
C  -0.34150  -2.51177  -6.43738
C  -0.40011  0.86491  -4.02604
C  -0.09804  3.53973  0.52628
C  4.91490  -1.07353  -0.21809
C  1.04691  1.72637  1.67261
C  2.30325  0.00042  2.83747
C  -0.35326  -1.33638  -5.65517
C  -2.31127  1.49523  0.48409
C  0.08769  -1.37539  -4.30386
C  -4.27490  0.04382  0.24579
C  -0.04072  2.21647  0.88496
C  -0.79144  -0.09751  -6.16735
C  1.21567  0.36364  2.07910
C  -0.73249  -3.12718  0.64255
C  5.43645  0.08119  -0.78129
C  0.86842  4.45807  0.95952
C  3.54046  -1.21225  -0.14649
C  2.23351  1.86571  -1.66594
C  3.20724  0.83011  -1.13281
C  4.56670  1.05173  -1.24751
C  -2.33979  2.71163  2.66978
C  -0.37627  -0.06401  4.49166
C  -0.78979  1.00588  -5.36403
C  -2.07504  -3.14095  2.66220
C  0.59952  -3.71956  -4.59126
C  -2.85930  0.45920  -1.69453
C  0.62784  -2.59273  -3.81243
C  1.90363  4.03280  1.73900
C  -0.26826  -1.48056  2.44263
C  3.26647  0.94099  3.23854
H  -0.68175  -2.46141  -7.46359
H  2.12686  -2.10257  -2.57833
H  -2.46320  -0.56299  -1.79814
H  2.41638  -1.03432  3.13238
H  0.26918  -2.93070  0.27081
H  1.01319  -4.64290  -4.20213
H  0.79377  5.49499  0.66159
H  -2.91310  -3.22289  1.96695
H  2.65589  4.72614  2.09266
H  -3.12554  2.67179  3.42561
H  0.27175  -3.34388  4.11124
H  -0.89734  3.86721  -0.12753
H  -2.14982  1.16992  -2.11108
H  3.84550  2.99275  3.20003
H  6.50756  0.20696  -0.86378
H  -4.49421  2.78039  0.09550
H  -2.38259  -2.50902  3.48819
H  1.44389  -3.55099  -2.24309
H  0.09286  -4.59247  -6.49410
H  -3.77638  0.50784  -2.28334
H  -1.13618  -0.14979  5.27174
H  4.11101  0.61604  3.83206
H  -1.52777  2.06313  2.97688
H  -5.19703  0.21394  -0.31180
H  -4.43346  0.31544  1.28456
H  -1.47059  -2.74905  -0.07776
H  -4.13314  3.97126  1.34923
H  -1.10634  1.97223  -5.72955
H  -0.67014  0.73026  3.81263
H  -1.85157  -4.14056  3.03957
H  -4.98804  2.48922  1.77981
H  -0.91424  -2.72448  5.28196
H  0.76860  -2.20600  5.36666
H  -4.04076  -1.02583  0.19717
H  4.89539  1.97156  -1.70929
H  0.56923  0.20931  4.96438
H  5.55240  -1.86260  0.15304
H  -0.85572  -4.20825  0.70999
H  -1.11885  -0.04093  -7.19807
H  -1.96774  3.73591  2.61890
H  -0.40278  1.72614  -3.36945

Cartesian forces (eV/Å) of the 3 atoms listed first:
Bi 0.170 0.280 -0.234
Br 0.036 -0.035 0.086
O -0.151 -0.145 0.072

Atomic partial charges in e from the Löwdin method, atoms 1 to 6: number 1, Bi, carries 1.980; number 2, Br, carries 0.898; number 3, O, carries 0.137; number 4, O, carries -0.253; number 5, N, carries -0.147; number 6, N, carries 0.032

(2)
The following is a DFT calculation (ωB97M-V/def2-TZVPD) of a molecular structure, C19H18NOSV in a non-equilibrium geometry.

2S+1: 3
LUMO level (alpha / beta), eV: 0.3 / 0.0
<S²>: 2.04
Highest occupied orbital energy (alpha / beta), hartree: -0.287 / -0.286
DFT total energy, eV: -60052.8536
Energy relative to the best compared isomer or geometry (same formula, charge and spin), kJ/mol: 0.0

Positions of all 41 atoms, in Å:
V  -0.24236  -0.22820  2.82088
S  -2.00432  -0.21292  4.23349
O  0.01754  -0.22442  -1.68943
N  -0.45772  0.18993  6.60393
C  -0.71157  2.12570  3.08869
C  -1.02493  0.02275  5.58300
C  1.26593  1.42297  2.08266
C  0.89637  1.24075  -5.98389
C  -0.96484  1.92473  1.69937
C  1.07843  -0.14323  -5.96769
C  0.67677  1.79357  3.34622
C  0.54925  -0.93630  -4.97007
C  -0.29243  -2.37840  3.52940
C  0.22476  1.43227  1.08756
C  0.97859  -1.71661  3.72170
C  -0.27393  -0.33821  -3.99242
C  1.49031  -1.37596  2.41764
C  -0.57465  -2.41511  2.13004
C  0.47081  -1.71806  1.43716
C  -1.45610  -0.43636  -1.67739
C  0.10908  1.84242  -4.99354
C  -0.49501  1.06443  -4.00827
C  -0.53398  -1.03349  -2.71987
H  2.32676  1.28146  1.90010
H  0.83570  -1.98103  -4.83637
H  0.35359  1.21682  0.02130
H  -2.18186  0.30911  -2.04120
H  -0.34903  -2.11050  -2.66855
H  -0.02270  2.92868  -4.98627
H  -1.41367  2.53122  3.80435
H  -1.39510  -2.94905  1.63632
H  -0.92070  -2.82118  4.29556
H  -1.84959  2.21895  1.15463
H  1.66237  -0.62861  -6.73263
H  -0.95936  1.55969  -3.14172
H  1.19266  1.90093  4.29787
H  0.53893  -1.61396  0.33959
H  -1.73449  -1.04463  -0.79900
H  2.47898  -1.00292  2.14886
H  1.47744  -1.52065  4.66453
H  1.23406  1.82344  -6.83652

Cartesian forces (eV/Å) of the 3 atoms listed first:
V -0.260 3.206 -2.095
S -1.591 -0.126 1.523
O -1.546 0.003 0.857

Atomic partial charges in e from the Löwdin method, atoms 1 to 6: number 1, V, carries 0.489; number 2, S, carries 0.672; number 3, O, carries -0.102; number 4, N, carries 0.064; number 5, C, carries -0.197; number 6, C, carries -0.777

(3)
The following is a DFT calculation (ωB97M-V/def2-TZVPD) of a single C7H12O molecule in a non-equilibrium geometry.

LUMO level, eV: 0.9
Highest occupied orbital energy, hartree: -0.289
SMILES: CC1=C[C@@H]1C(C)(C)O
DFT total energy, eV: -9497.5369
Energy relative to the best compared isomer or geometry (same formula, charge and spin), kJ/mol: 316.6

Positions of all 20 atoms, in Å:
O  -1.09508  -0.51772  1.27380
C  -1.47605  0.84310  -0.68526
C  1.30237  -1.11816  -0.47807
C  -0.63959  0.61045  0.56732
C  1.19083  -1.96514  -1.67453
C  -0.68141  1.78447  1.52874
C  1.66225  -0.93490  0.76787
C  1.05873  0.21689  0.07226
H  0.15306  -2.01695  -2.01485
H  -1.69741  1.94746  1.89584
H  1.54556  -2.97066  -1.47851
H  -0.34490  2.69613  1.03638
H  2.10506  -1.29823  1.66917
H  -1.11891  1.71805  -1.22677
H  -0.85933  -1.31660  0.77882
H  -1.41702  -0.01965  -1.35046
H  -2.52714  0.99655  -0.42851
H  1.77618  -1.51913  -2.49066
H  -0.03904  1.58447  2.38529
H  1.10185  1.27958  -0.14785

Cartesian forces (eV/Å) of the 3 atoms listed first:
O -0.475 -0.371 0.271
C 0.208 -0.029 0.206
C 0.344 0.406 0.380

Atomic partial charges in e from the Löwdin method, atoms 1 to 6: number 1, O, carries -0.048; number 2, C, carries -0.044; number 3, C, carries -0.233; number 4, C, carries -0.562; number 5, C, carries -0.036; number 6, C, carries -0.046